The following is a quantum chemistry calculation of C17H33NO2 in the gas phase, from the OMol25 dataset.

Values from the calculation:
E ... -23750.13549 eV
SMILES string ... COC(=O)CCCCCCCCCCN1CCCCC1
Molecular weight ... 283.5 Da
HOMO energy ... -0.30872 Eh
Orbital gap ... 9.34 eV
Energy above the lowest of the compared OMol25 structures with the same formula, charge and spin ... 0.307 eV
Spin multiplicity ... 1
F_max ... 0.4 eV/A

Each line ends with the Mulliken charge.
Positions of all 53 atoms, in Å:
1 C 7.27107 3.01086 -0.78460  -0.687
2 H 8.17088 2.52774 -1.16678  0.224
3 H 6.79576 3.58860 -1.57708  0.230
4 H 7.52352 3.65783 0.05760  0.357
5 O 6.35980 2.00445 -0.36320  -0.296
6 C 6.04453 1.94664 0.93774  0.454
7 O 6.49303 2.68587 1.77358  -0.600
8 C 5.02653 0.86302 1.18969  -0.282
9 H 5.19847 0.44641 2.18255  0.348
10 C 3.62143 1.47752 1.12813  -1.064
11 C 2.52180 0.48803 1.51303  -0.167
12 C 2.37266 -0.66425 0.51984  -0.579
13 C 1.17271 -1.57333 0.82444  -1.003
14 C -0.06492 -1.28792 -0.03043  -0.630
15 C -0.71472 0.08152 0.16811  -0.287
16 C -1.30598 0.31353 1.55950  -0.699
17 C -2.54888 -0.52335 1.86588  -0.770
18 H -2.32958 -1.57907 1.71074  0.214
19 H -2.79804 -0.39542 2.92255  0.402
20 C -3.78079 -0.11609 1.05259  -1.077
21 N -3.68609 -0.48177 -0.34999  0.680
22 C -3.99728 -1.87854 -0.58488  -1.018
23 C -3.64044 -2.26132 -2.01741  -0.582
24 C -4.42582 -1.39560 -2.99562  -0.827
25 C -4.16372 0.07164 -2.67633  -0.613
26 C -4.49306 0.35886 -1.21375  -0.909
27 H -4.26800 1.40490 -0.98833  0.399
28 H -5.57481 0.19770 -1.04292  0.421
29 H -3.10983 0.29652 -2.84916  0.276
30 H -4.76393 0.71857 -3.31874  0.364
31 H -4.13405 -1.61939 -4.02343  0.356
32 H -5.49352 -1.60647 -2.89422  0.325
33 H -2.57150 -2.10071 -2.16624  0.179
34 H -3.85757 -3.31876 -2.17922  0.376
35 H -3.42119 -2.49020 0.11167  0.428
36 H -5.07103 -2.08273 -0.40456  0.434
37 H -4.68153 -0.55880 1.51664  0.370
38 H -3.88372 0.97088 1.11284  0.446
39 H -0.55214 0.10354 2.32143  0.449
40 H -1.57118 1.37034 1.64972  0.381
41 H 0.02233 0.86019 -0.03727  0.490
42 H -1.52174 0.17991 -0.55803  -0.094
43 H -0.80623 -2.06387 0.16754  0.227
44 H 0.21887 -1.37899 -1.08251  0.451
45 H 0.91948 -1.49947 1.88292  0.343
46 H 1.45993 -2.61130 0.63888  0.406
47 H 2.27378 -0.26040 -0.48992  0.341
48 H 3.28445 -1.26343 0.54349  0.432
49 H 1.58140 1.03625 1.57575  0.090
50 H 2.73436 0.08268 2.50510  0.329
51 H 3.58840 2.32853 1.81240  0.402
52 H 3.43937 1.85007 0.11757  0.279
53 H 5.13673 0.08857 0.43272  0.281